[1]
A single C4H8N2O2 molecule. Source: OMol25; level of theory: ωB97M-V/def2-TZVPD.

Positions of all 16 atoms, in Å:
O (0.108, -0.451, -2.262)
O (-1.802, -1.426, -0.600)
N (0.226, 0.031, 0.035)
N (1.390, 1.413, -1.441)
C (0.343, 1.045, 1.080)
C (-0.856, -1.765, 1.494)
C (-0.834, -1.132, 0.322)
C (0.450, 0.144, -1.270)
H (0.889, 2.223, -1.806)
H (-1.464, -1.189, -1.485)
H (2.154, 1.328, -2.109)
H (-0.152, -1.552, 2.286)
H (0.851, 0.602, 1.940)
H (0.922, 1.914, 0.768)
H (-0.653, 1.378, 1.381)
H (-1.573, -2.563, 1.666)

Calculated total energy ... -11351.644 eV
Max |F| ... 6.08 eV/Å
HOMO-LUMO gap ... 9.972 eV
SMILES string ... C=C(O)N(C)C(N)=O

Atom charges from the Löwdin analysis, given in e for atoms 1 to 6: 0.072, 0.044, -0.002, 0.061, -0.046, 0.065

=====

[2]
A single C4H8N2O2 molecule. Source: OMol25; level of theory: ωB97M-V/def2-TZVPD.

Positions of all 16 atoms, in Å:
O (-0.261, -1.840, -0.680)
O (-1.982, 0.820, 2.632)
N (-0.064, -0.030, 1.368)
N (1.156, -0.660, -1.932)
C (0.450, -0.865, -0.765)
C (-1.156, 1.193, 1.770)
C (0.618, 0.112, 0.313)
C (1.309, 0.727, -2.419)
H (1.474, 0.770, 0.427)
H (-0.459, 2.017, 2.044)
H (0.766, -1.277, -2.630)
H (1.358, 0.709, -3.504)
H (-1.574, 1.457, 0.778)
H (2.234, 1.162, -2.043)
H (0.457, 1.342, -2.127)
H (-0.597, -0.899, 1.218)

Calculated total energy ... -11349.645 eV
Max |F| ... 4.49 eV/Å
HOMO-LUMO gap ... 6.592 eV

Atom charges from the Löwdin analysis, given in e for atoms 1 to 6: 0.102, -0.105, 0.130, 0.021, -0.476, -0.416

=====

[3]
A single C4H8N2O2 molecule. Source: OMol25; level of theory: ωB97M-V/def2-TZVPD.

Positions of all 16 atoms, in Å:
O (2.162, 2.396, 0.792)
O (1.356, -0.101, -1.431)
N (-0.655, -1.860, -0.322)
N (0.384, 0.126, 0.637)
C (1.263, 0.397, -0.331)
C (-0.856, -0.672, 0.444)
C (-1.921, 0.200, -0.216)
C (2.373, 1.396, 0.168)
H (0.024, -2.476, 0.109)
H (-2.836, -0.375, -0.324)
H (-2.117, 1.087, 0.380)
H (-1.175, -0.958, 1.453)
H (0.563, 0.758, 1.438)
H (-0.331, -1.633, -1.257)
H (3.346, 1.210, -0.335)
H (-1.582, 0.505, -1.204)

Calculated total energy ... -11352.773 eV
Max |F| ... 1.78 eV/Å
HOMO-LUMO gap ... 9.739 eV
SMILES string ... C[C@@H](N)NC(=O)C=O

Atom charges from the Löwdin analysis, given in e for atoms 1 to 6: 0.078, 0.061, 0.057, 0.103, -0.477, -0.435

=====

[4]
A molecular structure, C4H8N2O2. Source: OMol25; level of theory: ωB97M-V/def2-TZVPD.

Positions of all 16 atoms, in Å:
O (-0.286, 0.956, -1.448)
O (-1.670, -1.057, -2.129)
N (-0.788, -1.273, -1.053)
N (-0.112, 0.411, 0.947)
C (2.210, -1.242, 0.023)
C (1.202, -0.457, -0.200)
C (-0.589, 1.747, 1.258)
C (-0.153, -0.003, -0.630)
H (-0.340, 2.406, 0.427)
H (-1.677, 1.765, 1.389)
H (-1.431, -0.117, -2.350)
H (2.403, -2.092, -0.625)
H (2.874, -1.069, 0.866)
H (-1.254, -1.803, -0.319)
H (-0.269, -0.285, 1.667)
H (-0.120, 2.111, 2.175)

Calculated total energy ... -11346.493 eV
Max |F| ... 1.84 eV/Å
HOMO-LUMO gap (alpha / beta) ... 7.936 / 7.937 eV

Atom charges from the Löwdin analysis, given in e for atoms 1 to 6: -0.064, -0.082, -0.022, 0.018, 0.074, 0.121

=====

[5]
A single C4H8N2O3 molecule. Source: OMol25; level of theory: ωB97M-V/def2-TZVPD.

Positions of all 17 atoms, in Å:
O (-2.734, -0.292, -0.129)
O (2.925, 0.694, -0.471)
O (-0.996, -1.799, -0.008)
N (-1.333, 1.814, 0.133)
N (1.953, -1.248, 0.187)
C (-0.609, 0.695, -0.265)
C (-1.373, -0.654, -0.019)
C (1.983, 0.058, 0.025)
C (0.619, 0.667, 0.658)
H (0.739, 1.694, 0.832)
H (-0.341, 0.597, -1.386)
H (1.162, -1.734, -0.081)
H (-3.355, -0.990, -0.298)
H (0.696, 0.280, 1.621)
H (-2.339, 1.809, 0.235)
H (-1.068, 2.549, -0.592)
H (2.880, -1.585, -0.091)

Calculated total energy ... -13399.746 eV
Max |F| ... 4.70 eV/Å
HOMO-LUMO gap ... 9.747 eV
SMILES string ... NC(=O)C[C@H](N)C(=O)O

Atom charges from the Löwdin analysis, given in e for atoms 1 to 6: 0.054, 0.028, 0.111, 0.028, 0.167, -0.335

=====

[6]
A single C4H8N2OS molecule. Source: OMol25; level of theory: ωB97M-V/def2-TZVPD.

Positions of all 16 atoms, in Å:
S (0.747, -1.377, -1.198)
O (-1.969, -0.413, -0.093)
N (1.045, 0.140, -0.220)
N (-1.319, 0.808, 0.427)
C (-0.042, 0.891, 0.419)
C (2.386, 0.389, 0.222)
C (-3.286, -0.110, -0.301)
C (3.554, -0.438, 0.270)
H (-3.588, -0.798, -0.941)
H (3.814, -1.508, -0.090)
H (-3.634, 0.678, -1.084)
H (0.379, 1.770, 1.196)
H (-0.581, -1.671, -0.589)
H (-3.821, -0.205, 0.597)
H (2.211, 1.527, 0.503)
H (4.104, 0.318, 0.883)

Calculated total energy ... -20133.780 eV
Max |F| ... 5.19 eV/Å
HOMO-LUMO gap ... 8.643 eV
SMILES string ... C=CN(S)/C=N\OC

Atom charges from the Löwdin analysis, given in e for atoms 1 to 6: 0.719, -0.255, -0.455, 0.057, -0.215, -0.282

=====

[7]
A molecular structure, C4H8N2OS. Source: OMol25; level of theory: ωB97M-V/def2-TZVPD.

Positions of all 16 atoms, in Å:
S (-4.357, -0.706, -0.194)
O (-2.077, 0.519, -0.499)
N (0.066, -0.432, -0.512)
N (1.488, -0.330, -0.320)
C (-2.738, -0.538, 0.185)
C (-0.164, 2.016, 0.061)
C (2.102, -1.631, -0.068)
C (-0.671, 0.578, -0.257)
H (-0.865, 2.757, -0.431)
H (1.625, 0.317, 0.384)
H (1.585, -2.287, 0.700)
H (1.989, -1.950, -1.216)
H (0.058, 2.263, 1.117)
H (3.301, -1.490, 0.302)
H (0.688, 2.051, -0.521)
H (-2.031, -1.135, 1.270)

Calculated total energy ... -20136.002 eV
Max |F| ... 4.86 eV/Å
HOMO-LUMO gap ... 8.881 eV

Atom charges from the Löwdin analysis, given in e for atoms 1 to 6: 0.611, -0.158, 0.090, -0.151, -0.673, 0.004

=====

[8]
A molecular structure, C4H8N2OS. Source: OMol25; level of theory: ωB97M-V/def2-TZVPD.

Positions of all 16 atoms, in Å:
S (-2.290, 1.240, -1.046)
O (2.937, -1.289, 0.197)
N (2.027, 0.766, 0.532)
N (-0.526, -0.335, 0.201)
C (1.868, -0.598, 0.219)
C (0.574, -1.294, 0.176)
C (-1.083, 0.219, -0.902)
C (-1.086, -0.103, 1.422)
H (0.180, 0.233, 2.329)
H (-1.871, -1.140, 1.997)
H (1.486, 1.572, 0.264)
H (-0.844, -0.302, -1.754)
H (3.322, 0.804, -0.010)
H (0.412, -1.843, 1.206)
H (-2.138, 1.036, 1.201)
H (0.439, -2.260, -0.699)

Calculated total energy ... -20132.772 eV
Max |F| ... 6.27 eV/Å
HOMO-LUMO gap ... 8.697 eV

Atom charges from the Löwdin analysis, given in e for atoms 1 to 6: 0.688, -0.035, 0.098, -0.372, -0.554, -0.129

=====

[9]
A molecular structure, C4H8N2OS. Source: OMol25; level of theory: ωB97M-V/def2-TZVPD.

Positions of all 16 atoms, in Å:
S (-0.893, 0.855, -0.974)
O (1.131, -1.722, 1.036)
N (1.480, 0.822, 0.304)
N (0.351, -1.201, -0.017)
C (-1.874, -0.653, -0.880)
C (-1.003, -1.564, 0.045)
C (1.481, 2.156, 0.177)
C (0.471, 0.203, -0.084)
H (2.293, 2.616, 0.898)
H (1.882, -1.100, 0.858)
H (-1.104, -2.586, -0.223)
H (-1.408, -1.654, 1.091)
H (1.782, 2.713, -0.808)
H (-2.827, -0.437, 0.043)
H (-2.242, -1.073, -1.944)
H (0.480, 2.625, 0.476)

Calculated total energy ... -20136.846 eV
Max |F| ... 7.21 eV/Å
HOMO-LUMO gap ... 9.408 eV

Atom charges from the Löwdin analysis, given in e for atoms 1 to 6: 0.956, 0.001, -0.044, -0.189, -0.442, -0.295

=====

[10]
A molecular structure, C4H8N2OS. Source: OMol25; level of theory: ωB97M-V/def2-TZVPD.

Positions of all 16 atoms, in Å:
S (-1.419, -0.579, 1.117)
O (1.128, 0.501, 1.696)
N (-0.366, 1.649, -1.062)
N (1.627, -1.256, -0.808)
C (1.445, 0.164, -1.163)
C (0.034, 0.414, -0.577)
C (0.092, 0.282, 0.998)
C (-1.122, -0.559, -0.841)
H (1.335, 0.488, -2.190)
H (-1.518, 1.778, -0.889)
H (2.353, 0.729, -0.857)
H (-1.011, -1.326, -1.535)
H (0.082, 2.471, -0.562)
H (1.663, -1.359, 0.190)
H (1.226, -2.006, -1.628)
H (-1.968, -0.084, -1.386)

Calculated total energy ... -20137.276 eV
Max |F| ... 6.68 eV/Å
HOMO-LUMO gap ... 8.977 eV

Atom charges from the Löwdin analysis, given in e for atoms 1 to 6: 0.962, -0.004, 0.025, -0.038, -0.211, -0.697

=====

[11]
2 unconnected molecules or ions with the total composition C4H8N2OS. Source: OMol25; level of theory: ωB97M-V/def2-TZVPD.

Positions of all 16 atoms, in Å:
S (2.170, 1.330, -0.653)
O (-1.431, 1.885, 0.507)
N (-0.575, 1.051, 1.241)
N (-0.615, -0.755, -1.742)
C (-0.153, -0.022, 0.562)
C (-0.591, 0.115, -0.819)
C (-1.317, 1.487, -0.901)
C (0.282, -1.199, 1.262)
H (-0.415, -1.995, 1.184)
H (-0.804, 2.184, -1.402)
H (0.620, -0.850, 2.245)
H (-0.022, 1.543, 1.919)
H (1.053, -1.778, 0.702)
H (-2.389, 1.527, -1.177)
H (-0.169, -1.636, -1.529)
H (2.600, 1.649, -1.897)

Calculated total energy ... -20135.724 eV
Max |F| ... 4.38 eV/Å
HOMO-LUMO gap (alpha / beta) ... 7.096 / 5.463 eV

Atom charges from the Löwdin analysis, given in e for atoms 1 to 6: 0.203, -0.074, 0.079, 0.161, -0.326, -0.385

=====

[12]
A single C4H8N2OS molecule. Source: OMol25; level of theory: ωB97M-V/def2-TZVPD.

Positions of all 16 atoms, in Å:
S (1.619, 0.907, -1.948)
O (-0.985, -0.089, 2.896)
N (-1.374, 0.033, -0.497)
N (-0.868, 0.531, 0.708)
C (0.976, -0.175, -0.599)
C (-1.467, -0.016, 1.800)
C (0.584, 0.498, 0.683)
C (-0.294, -0.819, -1.075)
H (-0.317, -0.869, -2.168)
H (0.940, 1.541, 0.821)
H (2.885, 0.998, -1.511)
H (1.716, -0.956, -0.431)
H (-1.528, 0.814, -1.123)
H (-2.428, -0.513, 1.546)
H (0.951, -0.095, 1.507)
H (-0.410, -1.792, -0.610)

Calculated total energy ... -20139.613 eV
Max |F| ... 2.03 eV/Å
HOMO-LUMO gap ... 10.174 eV
SMILES string ... O=CN1C[C@H](S)CN1

Atom charges from the Löwdin analysis, given in e for atoms 1 to 6: 0.740, 0.047, -0.013, -0.116, -0.627, -0.335

=====

[13]
A gas-phase ion, C4H8N2P (charge +1). Source: OMol25; level of theory: ωB97M-V/def2-TZVPD.

Positions of all 15 atoms, in Å:
P (3.764, 0.289, 0.615)
N (-1.078, -0.369, -0.997)
N (1.249, -0.343, -0.186)
C (-2.115, -0.604, -0.289)
C (-2.396, -0.144, 1.034)
C (0.126, 0.051, -0.746)
C (2.422, 0.392, -0.437)
H (2.422, 1.077, -1.392)
H (-3.432, 0.098, 1.126)
H (0.311, 0.839, -1.477)
H (-1.753, 0.767, 1.321)
H (-2.910, -1.208, -0.914)
H (4.630, 1.226, -0.004)
H (-2.386, -0.992, 1.764)
H (1.147, -1.079, 0.583)

Calculated total energy ... -16537.071 eV
Max |F| ... 4.16 eV/Å
HOMO-LUMO gap ... 8.323 eV
SMILES string ... [H]/P=C/[NH+]=C/N=C\C
Total charge ... +1

Atom charges from the Löwdin analysis, given in e for atoms 1 to 6: 0.872, 0.137, -0.010, -0.130, -0.047, -0.153

=====

[14]
A single C4H8N2S molecule. Source: OMol25; level of theory: ωB97M-V/def2-TZVPD.

Positions of all 15 atoms, in Å:
S (-0.196, -0.747, 0.744)
N (-3.219, 1.037, -0.035)
N (-1.488, -0.564, -0.613)
C (-2.355, 0.290, -0.294)
C (0.527, 1.890, 0.442)
C (0.548, -2.193, -0.127)
C (0.831, 0.480, -0.121)
H (0.385, 0.255, -1.183)
H (1.443, -2.372, 0.396)
H (1.878, 0.078, -0.001)
H (-0.111, -3.063, 0.153)
H (1.093, 2.051, 1.426)
H (0.391, -1.981, -1.107)
H (-0.508, 2.127, 0.681)
H (0.782, 2.711, -0.362)

Calculated total energy ... -18089.711 eV
Max |F| ... 5.32 eV/Å
HOMO-LUMO gap ... 8.073 eV

Atom charges from the Löwdin analysis, given in e for atoms 1 to 6: 1.043, 0.082, -0.195, -0.640, -0.157, -0.244

=====

[15]
A single C4H8N2S molecule. Source: OMol25; level of theory: ωB97M-V/def2-TZVPD.

Positions of all 15 atoms, in Å:
S (-0.702, -2.333, 1.322)
N (0.704, -0.217, 0.357)
N (0.476, 0.821, -0.683)
C (-0.776, 0.788, -1.249)
C (-0.397, -0.993, 0.336)
C (1.498, 0.268, 1.481)
C (-1.353, -0.739, -0.868)
H (2.674, 0.141, 1.233)
H (1.304, 0.490, -1.377)
H (-2.427, -0.564, -0.332)
H (1.550, -0.387, 2.379)
H (1.121, 1.312, 1.940)
H (-0.888, 1.371, -2.214)
H (-1.354, -1.539, -1.607)
H (-1.432, 1.580, -0.719)

Calculated total energy ... -18089.775 eV
Max |F| ... 7.49 eV/Å
HOMO-LUMO gap ... 8.654 eV
SMILES string ... CN1NCCC1=S

Atom charges from the Löwdin analysis, given in e for atoms 1 to 6: 0.559, -0.188, -0.077, -0.245, -0.814, -0.087

=====

Per-record relative energy (zero: lowest compared OMol25 entry of this formula, charge and spin), kcal per mole: 56.9; 103.0; 30.9; 175.7; 44.8; 162.7; 111.4; 185.9; 92.0; 82.0; 117.9; 28.2; 59.4; 93.0; 91.5